# 1
The following is a DFT calculation (ωB97M-V/def2-TZVPD) of one molecule with the formula C22H29NO4.

gap between HOMO and LUMO	8.5324	eV
SMILES	COc1ccc(CCNC(=O)CCCOc2cccc(C)c2C)cc1OC
relative energy (zero: lowest compared OMol25 entry of this formula, charge and spin)	47.9	kcal/mol

The geometry in ORCA input format:
```
! wB97M-V def2-TZVPD RIJCOSX def2/J DEFGRID3
* xyz 0 1
C 0.717 3.442 2.096
H 0.044 4.283 1.892
O 1.099 2.785 0.914
C 0.127 2.180 0.174
C -1.226 2.214 0.452
C -2.144 1.585 -0.380
C -1.720 0.877 -1.487
C -0.353 0.839 -1.772
C 0.571 1.489 -0.975
O 1.912 1.539 -1.207
C 2.402 0.987 -2.402
H 3.472 1.185 -2.399
H 1.946 1.462 -3.278
H 2.241 -0.095 -2.445
H -0.020 0.291 -2.641
C -2.677 0.177 -2.422
C -3.946 -0.374 -1.759
N -3.644 -1.244 -0.646
C -3.934 -0.918 0.634
O -4.636 0.027 0.928
C -3.296 -1.818 1.680
H -3.263 -2.855 1.340
H -3.910 -1.760 2.578
C -1.883 -1.318 2.010
H -1.890 -0.231 2.094
C -0.859 -1.723 0.954
O 0.393 -1.210 1.342
C 1.474 -1.456 0.538
C 1.438 -2.295 -0.569
C 2.588 -2.514 -1.308
C 3.767 -1.887 -0.963
C 3.812 -1.025 0.127
C 2.669 -0.814 0.893
C 2.694 0.116 2.065
H 1.777 0.018 2.638
H 3.544 -0.093 2.712
H 2.774 1.143 1.710
C 5.084 -0.310 0.466
H 5.441 -0.601 1.453
H 5.860 -0.540 -0.261
H 4.918 0.766 0.475
H 4.659 -2.055 -1.550
H 2.553 -3.176 -2.161
H 0.525 -2.787 -0.866
H -1.129 -1.306 -0.025
H -0.818 -2.822 0.885
H -1.563 -1.730 2.969
H -3.047 -2.034 -0.832
H -4.565 0.432 -1.363
H -4.529 -0.925 -2.506
H -2.989 0.877 -3.204
H -2.149 -0.644 -2.917
H -3.190 1.654 -0.129
H -1.595 2.743 1.316
H 1.639 3.821 2.535
H 0.236 2.756 2.800
*
```


# 2
The following is a DFT calculation (ωB97M-V/def2-TZVPD) of C22H30AlO2Si as an isolated structure in a non-equilibrium geometry.

gap between HOMO and LUMO	8.0985	eV
relative energy (zero: lowest compared OMol25 entry of this formula, charge and spin)	0.0	kcal/mol

The geometry in ORCA input format:
```
! wB97M-V def2-TZVPD RIJCOSX def2/J DEFGRID3
* xyz 1 1
C -0.090 -1.354 2.531
C -0.666 -2.210 1.560
C 0.338 -2.826 0.801
H -1.716 -2.455 1.476
C 1.624 -2.402 1.288
C 1.331 -1.482 2.429
H 1.998 -1.247 3.267
H -0.620 -0.851 3.332
H 0.169 -3.628 0.079
H 2.536 -2.993 1.180
Al 2.106 -0.485 0.839
C 1.755 0.236 -0.839
H 2.451 -0.186 -1.605
H 1.991 1.311 -0.767
H 0.763 0.092 -1.277
Si -2.304 -0.032 -1.028
C -2.676 1.757 -0.769
C -3.772 1.973 0.091
H -4.265 1.089 0.485
C -4.142 3.290 0.362
H -5.079 3.466 0.885
C -3.321 4.340 -0.098
H -3.632 5.361 0.125
C -2.154 4.117 -0.859
H -1.550 4.979 -1.168
C -1.813 2.788 -1.216
H -0.919 2.543 -1.817
C -1.952 -1.006 -2.560
C -3.229 -1.145 -3.190
H -3.848 -0.270 -3.393
C -3.692 -2.436 -3.419
H -4.739 -2.581 -3.696
C -2.815 -3.512 -3.362
H -3.179 -4.521 -3.566
C -1.464 -3.296 -3.097
H -0.753 -4.112 -3.249
C -1.006 -2.034 -2.729
H 0.045 -1.824 -2.504
H -1.071 0.085 -0.238
H -3.070 -0.965 -0.295
C 0.810 1.970 2.188
O 1.964 1.097 1.997
C 3.283 1.769 2.250
C 4.431 0.872 1.767
O 3.918 -0.400 1.179
C 4.786 -1.329 0.459
H 1.151 2.951 2.546
H 0.134 1.501 2.903
H 0.292 2.065 1.224
H 3.359 1.958 3.342
H 3.262 2.723 1.728
H 5.025 1.384 1.015
H 5.077 0.594 2.600
H 5.596 -0.797 -0.038
H 5.157 -2.085 1.156
H 4.186 -1.845 -0.305
*
```


# 3
The following is a DFT calculation (ωB97M-V/def2-TZVPD) of C22H30BCdN7O3 as an isolated structure.

gap between HOMO and LUMO (alpha / beta)	3.9433 / 6.9228	eV

The geometry in ORCA input format:
```
! wB97M-V def2-TZVPD RIJCOSX def2/J DEFGRID3
* xyz -1 2
Cd -0.898 1.036 0.191
C -2.783 1.805 -3.095
C -2.102 0.473 -3.050
C -2.062 -0.538 -4.027
C -1.304 -1.545 -3.467
C -0.924 -2.869 -4.043
N -0.924 -1.145 -2.237
N -1.421 0.104 -1.982
B -0.070 -1.951 -1.216
N -0.927 -2.299 0.026
N -1.962 -1.484 0.347
C -2.602 -2.057 1.350
C -3.798 -1.405 1.960
C -1.992 -3.282 1.681
C -0.932 -3.402 0.808
C 0.108 -4.473 0.727
N 1.193 -1.109 -0.872
N 1.101 0.259 -0.842
C 2.349 0.725 -0.811
C 2.654 2.178 -0.922
C 3.256 -0.342 -0.791
C 2.486 -1.483 -0.842
C 2.938 -2.907 -0.847
H -3.295 1.943 -4.047
H -2.067 2.620 -2.978
H -3.523 1.896 -2.298
H -2.518 -0.535 -5.005
H -1.348 -2.959 -5.043
H -1.296 -3.694 -3.435
H 0.159 -2.981 -4.117
H 0.291 -2.977 -1.736
H -3.907 -0.391 1.580
H -3.692 -1.347 3.045
H -4.711 -1.962 1.735
H -2.274 -3.978 2.456
H -0.290 -5.404 1.130
H 0.994 -4.211 1.309
H 0.427 -4.651 -0.299
H 1.743 2.769 -0.857
H 3.141 2.381 -1.879
H 3.325 2.505 -0.131
H 4.333 -0.289 -0.778
H 3.950 -2.967 -1.246
H 2.289 -3.539 -1.450
H 2.954 -3.317 0.165
C -3.179 2.180 3.767
O -2.723 2.056 2.421
C -1.744 1.082 2.216
O -1.411 0.385 3.138
H -4.076 2.795 3.723
H -2.422 2.673 4.380
H -3.404 1.210 4.209
O 0.292 2.707 1.359
N 1.519 3.218 1.597
C 1.847 4.490 1.172
C 3.100 4.984 1.388
C 4.091 4.224 2.060
C 3.694 2.935 2.519
C 2.438 2.461 2.291
H 1.053 5.015 0.665
H 3.316 5.983 1.025
H 5.082 4.612 2.241
H 4.382 2.297 3.060
H 2.074 1.493 2.605
*
```


# 4
The following is a DFT calculation (ωB97M-V/def2-TZVPD) of C22H30CdF6GeN4O12S2Se as an isolated structure in a non-equilibrium geometry.

gap between HOMO and LUMO	7.3468	eV
relative energy (zero: lowest compared OMol25 entry of this formula, charge and spin)	16.6	kcal/mol

The geometry in ORCA input format:
```
! wB97M-V def2-TZVPD RIJCOSX def2/J DEFGRID3
* xyz -2 1
Cd -0.465 1.293 -0.624
O -3.572 2.636 -3.094
C -2.658 2.028 -2.559
O -2.601 1.708 -1.319
C -1.464 1.494 -3.438
O -1.551 1.524 -4.655
O -0.471 0.990 -2.790
F 4.665 1.308 -0.205
C 4.093 2.130 0.685
F 3.885 1.450 1.804
F 4.956 3.116 0.950
S 2.525 2.800 -0.036
O 1.833 1.593 -0.445
O 2.961 3.677 -1.080
N 1.949 3.537 1.207
S 0.450 3.749 1.608
O -0.576 3.098 0.811
O 0.251 4.001 2.995
C 0.262 5.454 0.929
F 1.244 6.257 1.361
F -0.906 5.971 1.342
F 0.275 5.467 -0.398
O 1.545 -1.314 1.223
C 2.254 -1.211 2.200
C 2.053 -0.377 3.376
C 2.656 -0.855 4.530
C 2.532 -0.174 5.732
C 1.836 1.051 5.775
C 1.275 1.564 4.648
C 1.321 0.880 3.371
O 0.775 1.350 2.354
N 3.111 -0.713 6.916
O 3.705 -1.790 6.855
O 2.995 -0.078 7.966
H 3.176 -1.831 2.267
H 3.222 -1.777 4.502
H 1.760 1.576 6.717
H 0.754 2.510 4.677
C -3.626 -0.944 -2.121
Ge -4.461 -0.201 -0.516
C -5.735 -1.632 0.038
C -5.637 1.328 -0.791
C -3.370 -0.001 1.132
Se -1.467 -0.427 1.160
C -1.553 -2.226 0.446
H -4.014 -0.420 -2.993
H -3.856 -2.007 -2.209
H -2.548 -0.800 -2.120
H -6.438 -1.840 -0.769
H -6.311 -1.324 0.911
H -5.217 -2.559 0.281
H -6.278 1.136 -1.652
H -5.063 2.226 -0.992
H -6.267 1.457 0.090
H -3.821 -0.601 1.928
H -3.412 1.047 1.428
H -2.189 -2.267 -0.434
H -1.932 -2.888 1.225
H -0.535 -2.497 0.184
C 2.092 -2.925 -1.575
C 2.607 -3.695 -2.821
N 2.122 -3.065 -4.049
C 2.579 -1.670 -4.069
C 2.034 -0.907 -2.835
N 1.252 -1.817 -1.997
C 0.129 -2.322 -2.781
C 0.658 -3.074 -4.031
H 2.917 -2.516 -0.989
H 1.510 -3.573 -0.914
H 2.266 -4.736 -2.818
H 3.700 -3.704 -2.856
H 2.227 -1.215 -4.998
H 3.672 -1.678 -4.093
H 1.380 -0.088 -3.126
H 2.842 -0.493 -2.229
H -0.485 -1.467 -3.062
H -0.467 -2.984 -2.149
H 0.305 -2.604 -4.951
H 0.329 -4.118 -4.039
*
```


no.,energy (hartree)
1,-1211.4403
2,-1538.3928
3,-1657.9794
4,-8019.9403